Entry 1:
A structure of composition C10H31CoN6O5. Source: OMol25; level of theory: the ωB97M-V functional and the def2-TZVPD basis.

```
53
Properties=species:S:1:pos:R:3:forces:R:3
H 0.68926 4.09038 -0.47589 -0.279 0.683 -0.213
O -0.46543 2.60003 0.32274 -1.369 1.711 -0.353
H -3.54427 -1.81562 5.24590 0.475 -0.285 0.726
H 0.83405 1.16741 -3.59000 -0.007 -0.068 0.258
H -3.02271 -0.14018 -2.45691 -0.381 0.298 0.570
N 5.14863 0.48907 0.53338 3.001 0.668 1.375
H -1.53924 0.45293 -2.99632 0.308 0.556 0.126
C 0.06175 3.97543 0.40793 0.965 -2.725 0.603
C -1.06216 -2.75068 1.89568 0.046 -3.426 2.075
H -1.45062 0.30636 -0.62724 0.785 0.321 0.768
N 1.21899 0.35023 -3.13819 -2.260 2.210 0.480
C 1.97771 -0.43302 -3.85958 0.403 0.644 1.904
H 0.83545 0.12254 -2.23201 0.424 -0.650 -0.061
O 2.52409 -1.40603 -3.38984 1.870 -4.320 1.753
O 1.05851 -1.35797 -0.82085 1.159 -0.346 -0.164
H -0.68462 4.74696 0.59703 0.043 -0.175 -0.148
H 0.40021 -2.63046 3.48563 0.348 1.090 -0.069
H -2.91454 1.61636 0.83014 0.093 0.003 -0.003
H 1.78969 0.74991 -5.42814 0.334 -0.151 -0.169
H -0.30224 -2.93347 0.01722 0.429 -1.037 0.318
Co 2.73760 -2.20394 -1.48525 -2.258 3.624 -0.038
H -2.87134 1.64839 -2.72154 -0.327 -0.347 -1.111
H 3.05802 -0.40442 -5.58908 -0.289 -0.240 0.380
H -3.17237 -2.36219 2.26527 -0.051 -0.667 0.371
H -1.34274 -3.79375 2.04188 0.494 -0.427 1.562
C -2.18702 -2.01004 2.57052 0.805 0.926 0.638
H -0.56378 2.52981 -1.68242 0.425 0.254 -0.509
C 3.98901 0.26854 -0.02523 1.187 0.711 2.524
C -1.26196 2.52827 -0.84538 0.946 -2.310 -1.694
C -2.80028 -1.22601 4.71022 -0.742 0.170 0.298
H -1.15977 -1.79590 0.39374 -0.981 0.978 -1.392
C 0.37137 -2.50294 2.40350 -1.040 -1.446 -0.860
H 5.94933 -0.11407 0.41009 -0.270 0.163 -0.236
N -1.18322 -2.80074 0.49299 -0.368 2.729 -2.135
H 0.75419 3.78990 1.22902 -0.064 1.010 0.281
H -2.21897 -0.53897 5.32516 -0.218 -0.193 0.341
C -2.02574 1.17037 -0.96015 0.125 0.015 0.999
H -4.00208 1.69975 -0.39016 0.184 0.073 -0.417
H 3.26411 1.45047 1.32865 -1.314 0.039 -0.122
H -1.94504 3.34644 -1.07362 -0.230 0.210 0.730
N -3.16178 1.23779 -0.07300 -0.750 -0.785 0.519
H 0.79814 -1.69645 1.80722 0.188 0.695 0.966
O 3.81924 -0.52971 -0.88482 -0.467 -5.042 -4.992
N 3.01572 0.91331 0.51019 -2.239 1.581 0.726
N 2.31354 -0.01543 -5.02824 0.187 1.693 -4.067
H 5.11255 1.02840 1.38656 0.636 -0.136 -0.201
C -2.38418 0.73892 -2.36992 -0.430 1.110 -0.145
H -2.22442 -0.97082 2.24384 0.332 0.566 0.005
H 0.90071 -3.37939 2.02969 0.286 -0.198 -0.068
O -1.90983 -2.04786 3.99866 -0.810 0.056 -1.779
H -3.49581 -0.62936 4.12001 0.476 0.309 -0.760
H 0.14193 -1.05643 -0.66760 0.895 -0.719 -0.245
H 2.13224 0.52794 0.20847 -0.707 0.598 0.652
```
Forces are in eV/Å.

Properties
Gap between HOMO and LUMO (alpha / beta) (eV): 6.71 / 6.22
Charge: +1
Multiplicity: 4
Energy relative to the best compared isomer or geometry (same formula, charge and spin) (kcal/mol): 151.45


Entry 2:
A structure of composition C64H56CaCl2N6O3P2S2. Source: OMol25; level of theory: the ωB97M-V functional and the def2-TZVPD basis.

```
136
Properties=species:S:1:pos:R:3:forces:R:3
H -1.79742 2.35837 3.14063 0.039 0.005 0.024
C 2.09210 4.06881 3.72375 -0.046 -0.125 0.113
H -0.16961 -4.04387 -2.87379 0.056 0.043 0.022
C -3.74232 -1.92608 2.28633 -0.005 0.090 -0.065
H 4.71854 -3.12313 0.24886 0.033 -0.050 -0.048
C -0.40796 1.65651 -2.39638 0.038 0.023 -0.013
H 3.37645 3.81652 0.66596 0.028 -0.004 0.041
C 1.95081 -3.33668 -1.79051 0.093 0.013 -0.050
H 4.06371 -3.06655 -4.44023 0.003 0.050 0.034
C -2.11085 -0.13954 -3.73313 -0.026 -0.111 0.098
C -2.93959 -0.92041 -6.29446 0.001 0.024 0.005
C 2.07740 4.66767 5.11172 -0.027 0.005 -0.107
C -2.81803 0.43021 -5.97617 0.000 0.016 0.001
C -4.08328 2.66275 0.16691 0.123 -0.039 -0.016
C 2.04151 2.37284 1.45120 -0.329 -0.124 0.183
H 0.66853 -0.72386 -3.28620 -0.011 0.016 0.001
H -1.20708 0.10162 4.06807 0.014 0.046 0.016
H -3.46043 -6.60002 -2.46179 0.063 0.031 0.000
H 0.29772 -3.26291 2.01271 0.125 -0.228 0.033
C -2.77523 -4.74372 -1.42468 0.019 -0.052 -0.036
H -4.37904 -1.61931 -1.07508 -0.043 -0.003 0.032
Cl 5.27020 -5.13788 -3.22915 -0.006 0.013 -0.005
C -3.38813 3.45147 2.30205 -0.035 0.084 0.049
C 3.18894 -0.20051 1.06386 -0.084 0.048 -0.014
H -0.46956 1.29955 6.10648 0.003 0.011 -0.048
O -0.13907 -0.04993 0.36803 0.251 1.069 0.536
H -0.67935 2.64137 -0.50356 -0.043 0.022 0.024
H -2.76270 -2.93291 -5.56956 -0.003 0.036 0.023
H -6.07153 1.97456 -2.48625 0.037 -0.012 0.014
C -0.41260 0.84261 3.98138 0.032 -0.182 -0.130
P -1.51826 0.20200 -2.00401 0.039 0.587 -0.934
C 3.27441 -0.31081 2.44988 0.000 0.042 0.024
Ca -0.56767 -2.06003 -0.31240 -0.884 -0.451 -0.339
C -2.41238 0.81598 -4.70951 0.014 -0.016 -0.003
C 4.38396 -2.44431 2.25805 0.000 -0.017 -0.027
H 3.69136 -1.14861 -0.79270 -0.023 -0.045 0.000
C -2.39267 2.45731 2.25164 0.131 0.019 -0.065
H -4.09198 -0.19476 1.09602 -0.004 0.092 -0.014
H 0.18164 0.98065 -4.36355 -0.054 -0.023 -0.025
C 5.59601 2.59423 -2.23140 -0.016 -0.019 0.015
C -2.74616 -5.80141 -2.35270 -0.073 0.045 0.069
C 2.74352 3.56125 1.50498 -0.132 0.071 -0.129
H 0.36112 4.19901 6.40880 -0.006 -0.018 -0.015
H 3.09170 4.74213 5.50553 0.000 0.039 0.006
H -7.12107 3.33812 0.01076 0.002 0.010 -0.009
H 3.49568 2.14165 -2.40192 0.078 -0.033 0.014
C -5.17449 2.78788 -0.71941 -0.026 0.030 0.013
H -1.84972 -3.60439 5.83134 0.002 -0.012 0.028
C 3.72623 -1.23030 0.29023 -0.116 -0.037 -0.035
H 7.37471 2.39824 0.64244 -0.004 0.014 -0.011
H 3.92990 -1.48298 4.12042 -0.021 -0.011 0.003
H -3.15962 -1.38902 3.03837 0.005 -0.036 -0.006
C 2.73973 4.45238 2.59334 0.061 0.174 0.008
H 2.54307 -1.14463 -4.86640 -0.034 -0.049 0.023
C 1.15582 2.79872 -3.87368 0.008 -0.019 0.005
H -3.25875 -1.21718 -7.28654 0.018 0.012 0.029
H -1.16530 -6.13524 -3.90248 0.021 0.047 0.050
C -2.24975 -1.48578 -4.06483 0.013 0.101 0.047
N 0.59936 -2.36807 2.40222 -0.378 -0.164 -0.026
C 3.24588 -2.83895 -3.76833 0.045 -0.068 -0.005
H 1.96619 4.66228 -3.17175 -0.018 -0.020 0.008
H 1.69149 2.82498 -4.81594 -0.036 -0.005 0.012
H 0.73666 4.54649 -1.01751 0.036 -0.016 0.027
C 4.18418 1.87986 -0.39480 -0.180 -0.067 -0.172
O 0.59332 -3.81649 0.08454 1.008 -0.838 0.129
H -2.04702 -2.23069 -3.30537 -0.003 -0.029 -0.043
C 1.31383 3.82481 -2.95459 -0.010 0.027 -0.011
P 2.51204 1.21841 0.07926 0.047 -0.252 0.190
C -4.10099 1.17898 -2.08080 0.088 0.004 0.007
N -1.03506 -4.47103 -2.59152 -0.084 -0.082 0.001
C 0.06399 1.09026 2.71221 0.168 -0.228 -0.047
H 4.84201 -3.31128 2.71761 -0.029 0.009 -0.008
C 1.11897 2.07870 2.53509 -0.015 0.205 0.247
C -0.19550 2.67683 -1.46791 -0.093 -0.011 -0.092
C 3.86548 -1.42391 3.04042 0.047 0.038 0.001
H -6.16598 4.28395 1.94920 -0.003 0.009 0.009
H 7.65584 2.95944 -1.75348 -0.045 -0.010 0.015
C 0.62890 3.75821 -1.75238 -0.008 -0.068 0.093
N 1.11166 -2.28852 -2.05698 0.500 -0.169 -0.537
C -6.15991 3.80939 -0.20308 0.049 -0.070 -0.004
C -2.96980 1.10818 -1.29184 -0.007 -0.127 0.249
C 2.57004 -5.08640 -0.26964 -0.168 0.010 0.006
H 2.89147 0.46811 3.09561 -0.019 0.040 -0.043
C 3.67022 -5.39034 -1.07612 0.014 -0.064 -0.035
O -2.39514 -1.12841 0.41610 -1.273 -0.307 0.273
C 5.28781 1.96110 0.45668 0.049 0.008 -0.014
C -3.00189 1.75994 0.00071 -0.019 -0.021 0.045
H -3.32573 -2.93050 2.18714 -0.009 -0.021 0.042
C 0.30081 1.73924 -3.60182 -0.023 -0.030 0.121
H 1.78832 3.24667 6.76090 -0.012 -0.005 -0.016
C -0.04865 1.55982 5.14103 -0.081 -0.032 0.171
H 5.71496 2.82954 -3.28332 -0.026 0.003 0.057
C 1.63942 -4.09503 -0.59639 0.141 -0.088 0.016
C 0.75450 2.63955 4.96850 0.061 0.184 -0.077
H 4.34768 -6.17813 -0.77182 -0.047 0.004 0.000
Cl 2.33561 -5.95289 1.21053 0.027 -0.015 0.002
H -4.57838 -2.98084 0.04891 -0.032 0.028 -0.038
C 3.05782 -3.64405 -2.62176 -0.162 0.102 0.074
C -3.70144 -1.21023 0.93782 0.231 -0.031 -0.064
C -5.50500 4.36320 1.08587 0.022 0.000 -0.025
C 4.35341 2.20088 -1.73879 -0.030 0.045 -0.007
C 1.30420 2.89746 3.68693 -0.057 -0.172 -0.188
C 2.40259 -1.79279 -4.01033 0.085 0.072 -0.048
H -3.46283 4.08887 3.17578 -0.011 -0.053 -0.013
C 4.31621 -2.33911 0.87435 0.009 0.005 0.001
N -1.73323 -3.93749 -1.57182 -0.184 -0.255 -0.369
C -4.64461 -1.89589 -0.05233 0.075 0.080 0.010
C 1.21235 3.69468 5.94881 0.002 -0.063 0.018
S -1.07410 0.15016 1.54582 0.888 1.776 0.527
H -3.50706 -4.55548 -0.65759 0.071 0.039 -0.010
N 0.16975 -2.37076 3.74401 0.101 0.141 0.075
H -3.04305 1.18430 -6.72146 0.001 -0.025 0.026
H -4.13702 0.59916 -2.98940 0.014 0.038 -0.014
C 6.52550 2.35198 -0.02818 -0.071 -0.024 -0.004
H -0.82351 -2.24635 5.99626 0.001 -0.028 0.003
C 1.34550 -1.54667 -3.11890 0.026 -0.191 0.173
C -5.22532 1.98126 -1.80849 -0.060 0.010 -0.039
N -1.32227 -2.87452 5.38487 -0.004 0.028 0.027
H -5.68044 -1.59801 0.13288 0.019 -0.073 -0.004
C -0.74559 -3.24065 4.19785 0.073 -0.116 -0.040
C -4.26509 3.52427 1.27095 -0.033 -0.056 0.006
S -1.17392 -4.64098 3.40163 -0.006 0.121 -0.007
H -2.33727 1.87002 -4.47051 0.038 0.000 0.002
H -6.34322 4.58959 -0.94229 -0.009 0.015 0.007
H 1.61249 -2.38678 2.40207 0.177 -0.075 -0.037
C -2.66155 -1.87925 -5.33582 0.002 -0.018 0.026
H 1.65955 5.67594 5.10578 0.011 -0.010 -0.006
H -4.77448 -2.00007 2.64315 0.052 -0.031 0.025
H 0.22462 -1.45877 4.16879 -0.092 0.094 -0.016
C 6.68291 2.66590 -1.37624 0.007 0.008 0.024
H 3.30662 5.37572 2.53876 0.026 -0.080 0.007
C 3.90110 -4.70877 -2.23940 0.101 0.001 0.043
H -5.24634 5.41832 0.97884 0.019 -0.006 0.005
H 5.17960 1.71098 1.50594 -0.012 -0.035 -0.004
C -2.16238 1.61950 1.18254 -0.260 -0.223 -0.204
C -1.60423 -5.58655 -3.08488 -0.024 0.010 0.030
```
Forces are in eV/Å.

Properties
Gap between HOMO and LUMO (eV): 7.31
Energy relative to the best compared isomer or geometry (same formula, charge and spin) (kcal/mol): 0.00


no.,DFT total energy (eV)
1,-67669.025
2,-166095.285